DFT (ωB97M-V/def2-TZVPD) results for C4H7NO in the gas phase.

Geometry as XYZ:
```
13
Properties=species:S:1:pos:R:3:forces:R:3:mulliken_charge:R:1
C 1.372436 0.318986 -0.387975 0.078 -0.148 0.109 -1.00
C 0.473407 -0.143519 0.697340 -0.038 0.092 0.022 -0.45
C -0.928229 -0.520579 0.154801 0.229 -0.079 -0.122 0.30
O -1.837675 -0.579066 1.218439 -0.212 -0.049 -0.062 -0.49
C -1.260415 0.482279 -0.935775 0.553 0.205 -0.207 -0.34
N -0.320198 1.021898 -1.499772 -0.393 -0.263 0.305 -0.21
H 0.587989 1.450638 -1.655974 -0.013 0.035 -0.028 0.39
H 2.078582 1.109623 -0.127905 -0.149 -0.066 -0.083 0.39
H 1.825807 -0.456353 -1.008454 -0.092 0.124 0.059 0.31
H 0.326926 0.627249 1.460911 0.036 -0.090 -0.099 0.29
H 0.857272 -1.043681 1.192772 -0.054 0.089 -0.081 0.30
H -0.871408 -1.487294 -0.378674 -0.029 0.131 0.073 0.17
H -2.717330 -0.706386 0.841688 0.084 0.019 0.114 0.35
```
Forces are in eV/Å.

Results
Orbital gap (spin up / spin down) ... 8.18 / 8.18 eV
Energy relative to the best compared isomer or geometry (same formula, charge and spin) ... 120.6 kcal per mole
Highest occupied orbital energy (spin up / spin down) ... -7.6 / -7.6 eV